(1)
C26H27N5O6S | the ωB97M-V functional and the def2-TZVPD basis

Element x y z (Å)
C  3.483  0.060  2.991
O  2.999  -1.117  2.396
C  3.851  -1.686  1.425
C  3.859  -0.953  0.077
N  2.619  -1.175  -0.656
C  2.687  -1.860  -1.823
O  3.741  -2.190  -2.326
C  1.381  -2.282  -2.488
O  0.308  -1.346  -2.548
C  0.543  -0.063  -2.756
O  1.639  0.445  -2.798
C  -0.739  0.730  -2.911
C  -1.990  -0.128  -3.124
C  -2.379  -0.876  -1.896
N  -2.811  -0.320  -0.828
C  -3.126  -1.230  0.142
C  -3.647  -0.941  1.400
C  -3.895  -1.982  2.268
C  -3.635  -3.302  1.904
C  -3.138  -3.614  0.653
C  -2.892  -2.574  -0.227
S  -2.285  -2.633  -1.852
C  1.434  -0.868  0.060
C  1.167  0.446  0.373
N  1.913  1.462  -0.151
N  0.198  0.761  1.292
C  0.024  2.133  1.748
C  -0.560  3.034  0.690
C  -1.686  2.635  -0.021
C  -2.233  3.467  -0.982
C  -1.667  4.704  -1.240
C  -0.548  5.109  -0.532
C  0.004  4.277  0.427
C  -0.531  -0.219  1.953
O  -1.304  0.049  2.845
N  -0.331  -1.488  1.502
C  0.644  -1.935  0.611
O  0.743  -3.119  0.359
H  2.780  0.310  3.785
H  3.534  0.894  2.281
H  4.478  -0.096  3.424
H  3.479  -2.703  1.280
H  4.880  -1.731  1.810
H  4.663  -1.347  -0.548
H  4.012  0.118  0.229
H  1.633  -2.592  -3.507
H  0.983  -3.137  -1.931
H  -0.597  1.409  -3.754
H  -0.866  1.345  -2.016
H  -2.815  0.537  -3.392
H  -1.828  -0.833  -3.939
H  -3.840  0.082  1.679
H  -4.289  -1.771  3.249
H  -3.831  -4.097  2.608
H  -2.942  -4.635  0.364
H  1.498  2.381  -0.140
H  2.357  1.228  -1.033
H  0.982  2.521  2.110
H  -0.668  2.067  2.596
H  -2.135  1.671  0.173
H  -3.108  3.144  -1.525
H  -2.098  5.353  -1.987
H  -0.104  6.074  -0.724
H  0.873  4.602  0.983
H  -0.874  -2.209  1.967

Output
highest occupied orbital energy = -8.19 eV
gap between HOMO and LUMO = 8.70 eV
multiplicity = 1
charge = 0
energy = -57973.82227 eV
SMILES = COCCN(C(=O)COC(=O)CCc1nc2ccccc2s1)c1c(N)n(Cc2ccccc2)c(=O)[nH]c1=O
LUMO = 0.0190 hartree
relative energy (zero: lowest compared OMol25 entry of this formula, charge and spin) = 13.8 kJ/mol

Table of Mulliken atomic charges, one value per atom, all in e: number 1, C, carries -0.7004; number 2, O, carries -0.2570; number 3, C, carries -0.8474; number 4, C, carries -0.7809; number 5, N, carries -0.0186; number 6, C, carries 1.1462; number 7, O, carries -0.7233; number 8, C, carries -0.8772; number 9, O, carries -0.1101; number 10, C, carries 0.6241; number 11, O, carries -0.7578; number 12, C, carries 0.4238; number 13, C, carries -0.9867; number 14, C, carries 0.4721; number 15, N, carries -0.3412; number 16, C, carries -0.4224; number 17, C, carries -0.6055; number 18, C, carries -0.5273; number 19, C, carries -0.5705; number 20, C, carries -0.5219; number 21, C, carries 1.0621; number 22, S, carries -0.2682; number 23, C, carries 0.5495; number 24, C, carries -1.3349; number 25, N, carries 0.0060; number 26, N, carries 0.9760; number 27, C, carries -1.2149; number 28, C, carries 0.0650; number 29, C, carries -0.3369; number 30, C, carries -0.2137; number 31, C, carries -0.6545; number 32, C, carries -0.6834; number 33, C, carries -0.1308; number 34, C, carries 0.0693; number 35, O, carries -0.6651; number 36, N, carries 0.3211; number 37, C, carries 0.1636; number 38, O, carries -0.7579; number 39, H, carries 0.2353; number 40, H, carries 0.2669; number 41, H, carries 0.3365; number 42, H, carries 0.3914; number 43, H, carries 0.4581; number 44, H, carries 0.7329; number 45, H, carries 0.2389; number 46, H, carries 0.3425; number 47, H, carries 0.3208; number 48, H, carries 0.5491; number 49, H, carries -0.6941; number 50, H, carries 0.4444; number 51, H, carries 0.3563; number 52, H, carries 0.4724; number 53, H, carries 0.3928; number 54, H, carries 0.3791; number 55, H, carries 0.4216; number 56, H, carries 0.1246; number 57, H, carries 0.5512; number 58, H, carries 0.2089; number 59, H, carries 0.5138; number 60, H, carries 0.3616; number 61, H, carries 0.4588; number 62, H, carries 0.4061; number 63, H, carries 0.3956; number 64, H, carries 0.4291; number 65, H, carries 0.3357

(2)
C26H28AsF3N4O4ReS2 | the ωB97M-V functional and the def2-TZVPD basis

Element x y z (Å)
Re  -0.248  -0.256  0.248
O  1.284  -2.194  -3.095
C  1.021  -1.686  -2.012
O  0.061  -0.860  -1.828
C  1.790  -2.080  -0.764
C  2.837  -2.984  -0.744
C  3.395  -3.341  0.478
C  2.872  -2.792  1.643
C  1.824  -1.889  1.545
N  1.309  -1.533  0.363
C  1.070  -1.284  2.734
O  1.363  -1.597  3.867
O  0.105  -0.503  2.399
H  3.179  -3.387  -1.684
H  4.212  -4.044  0.518
H  3.261  -3.048  2.616
C  -0.814  -4.514  1.670
C  -2.164  -3.803  1.752
As  -2.119  -1.982  0.930
C  -3.082  -0.927  2.302
C  -4.598  -1.069  2.295
C  -3.414  -2.269  -0.536
C  -2.748  -3.141  -1.598
H  -0.884  -5.526  2.068
H  -0.062  -3.972  2.247
H  -0.469  -4.576  0.636
H  -2.458  -3.695  2.800
H  -2.931  -4.395  1.242
H  -2.801  0.124  2.162
H  -2.670  -1.231  3.272
H  -5.013  -0.659  1.373
H  -5.034  -0.527  3.134
H  -4.890  -2.117  2.376
H  -3.677  -1.303  -0.975
H  -4.331  -2.737  -0.165
H  -1.877  -2.627  -2.006
H  -3.432  -3.347  -2.418
H  -2.414  -4.092  -1.178
F  2.074  8.857  1.347
C  0.878  8.250  1.489
F  0.536  8.430  2.780
F  0.008  8.970  0.770
C  0.922  6.798  1.118
C  1.788  5.976  1.833
C  1.841  4.628  1.552
C  1.021  4.090  0.555
C  0.158  4.927  -0.164
C  0.109  6.277  0.117
C  0.959  2.700  0.332
C  0.766  1.506  0.190
H  2.404  6.405  2.609
H  2.495  3.979  2.113
H  -0.478  4.499  -0.925
H  -0.561  6.926  -0.427
S  -4.173  2.169  -0.596
C  -2.811  1.429  -0.313
N  -1.807  0.861  -0.055
S  -2.527  0.020  -3.394
C  -2.137  -1.250  -4.394
N  -0.911  -1.614  -4.783
C  -0.946  -2.809  -5.606
C  -2.450  -3.049  -5.828
N  -3.056  -2.064  -4.956
H  -0.071  -1.433  -4.232
H  -0.459  -3.640  -5.089
H  -0.413  -2.627  -6.543
H  -2.757  -4.057  -5.535
H  -2.740  -2.889  -6.870
H  -4.025  -1.805  -5.018

Output
highest occupied orbital energy (spin up / spin down) = -7.80 / -7.80 eV
gap between HOMO and LUMO (spin up / spin down) = 5.28 / 5.74 eV
multiplicity = 2
charge = 0
energy = -134358.86336 eV
LUMO (spin up / spin down) = -0.0925 / -0.0757 hartree
relative energy (zero: lowest compared OMol25 entry of this formula, charge and spin) = 253.3 kJ/mol

Table of Mulliken atomic charges, one value per atom, all in e: number 1, Re, carries 1.3661; number 2, O, carries -0.8530; number 3, C, carries 0.5648; number 4, O, carries -0.8154; number 5, C, carries 0.3890; number 6, C, carries -0.5620; number 7, C, carries -0.4650; number 8, C, carries -0.6452; number 9, C, carries 0.3755; number 10, N, carries 0.1402; number 11, C, carries 0.4819; number 12, O, carries -0.6827; number 13, O, carries -0.7864; number 14, H, carries 0.5514; number 15, H, carries 0.4628; number 16, H, carries 0.5618; number 17, C, carries -1.0060; number 18, C, carries -0.9344; number 19, As, carries 0.4838; number 20, C, carries -0.5923; number 21, C, carries -1.2897; number 22, C, carries -0.6405; number 23, C, carries -0.9533; number 24, H, carries 0.4374; number 25, H, carries 0.1869; number 26, H, carries 0.2540; number 27, H, carries 0.5667; number 28, H, carries 0.4960; number 29, H, carries 0.4209; number 30, H, carries 0.5082; number 31, H, carries 0.2813; number 32, H, carries 0.4126; number 33, H, carries 0.3078; number 34, H, carries 0.3313; number 35, H, carries 0.5070; number 36, H, carries -0.0500; number 37, H, carries 0.3996; number 38, H, carries 0.3488; number 39, F, carries -0.2586; number 40, C, carries 0.8478; number 41, F, carries -0.2561; number 42, F, carries -0.2842; number 43, C, carries 0.3545; number 44, C, carries -0.7729; number 45, C, carries -0.7221; number 46, C, carries 0.4419; number 47, C, carries -0.6085; number 48, C, carries -0.5763; number 49, C, carries 0.7315; number 50, C, carries -1.2731; number 51, H, carries 0.3805; number 52, H, carries 0.4668; number 53, H, carries 0.4999; number 54, H, carries 0.4580; number 55, S, carries -0.2862; number 56, C, carries 0.4255; number 57, N, carries -0.2643; number 58, S, carries -0.2953; number 59, C, carries -0.2491; number 60, N, carries -0.0034; number 61, C, carries -0.4767; number 62, C, carries -0.4724; number 63, N, carries -0.0624; number 64, H, carries 0.3023; number 65, H, carries 0.2197; number 66, H, carries 0.3603; number 67, H, carries 0.2698; number 68, H, carries 0.2951; number 69, H, carries 0.2478

(3)
C26H28BCl3GaN6O2S5 | the ωB97M-V functional and the def2-TZVPD basis

Element x y z (Å)
Ga  0.969  0.650  -0.042
C  1.950  5.273  0.406
N  1.763  4.418  1.562
C  2.358  4.569  2.791
C  1.920  3.548  3.567
N  1.063  2.775  2.823
B  0.479  1.410  3.325
N  -0.970  1.220  2.794
C  -2.065  1.880  3.306
C  -3.184  1.285  2.835
N  -2.770  0.256  2.020
C  -3.623  -0.715  1.365
C  -1.420  0.247  1.996
S  -0.541  -0.855  0.991
C  0.988  3.314  1.604
S  0.012  2.780  0.272
H  2.737  5.991  0.618
H  1.031  5.812  0.178
H  2.223  4.668  -0.456
H  3.023  5.383  3.015
H  2.147  3.293  4.586
H  0.442  1.443  4.519
H  1.180  0.537  2.890
H  -1.954  2.721  3.966
H  -4.223  1.501  3.003
H  -4.656  -0.389  1.446
H  -3.509  -1.693  1.830
H  -3.350  -0.807  0.315
C  5.588  0.773  1.685
O  4.938  1.493  0.626
C  3.770  1.101  0.184
S  2.987  -0.298  0.800
S  3.044  1.998  -1.031
H  6.603  1.151  1.727
H  5.593  -0.298  1.482
H  5.073  0.954  2.629
Cl  5.532  4.486  -6.236
C  4.750  2.971  -5.992
C  3.676  2.872  -5.125
C  3.069  1.644  -4.933
C  3.494  0.493  -5.594
C  2.848  -0.863  -5.375
C  1.305  -0.834  -5.299
N  0.733  -0.265  -4.081
C  -0.146  0.793  -4.053
C  -0.347  1.104  -2.746
N  0.401  0.243  -1.980
C  1.026  -0.577  -2.812
O  3.272  -1.645  -4.238
C  4.281  -1.268  -3.294
C  5.690  -1.558  -3.732
C  6.750  -0.716  -3.575
Cl  6.731  0.832  -2.839
S  8.220  -1.377  -4.182
C  7.408  -2.811  -4.657
C  6.087  -2.775  -4.358
C  4.571  0.634  -6.479
Cl  5.171  -0.701  -7.398
C  5.199  1.854  -6.673
H  3.322  3.745  -4.595
H  2.241  1.606  -4.241
H  3.064  -1.471  -6.255
H  0.969  -1.867  -5.395
H  0.918  -0.257  -6.136
H  -0.538  1.233  -4.953
H  -0.976  1.856  -2.303
H  1.662  -1.393  -2.521
H  4.059  -1.907  -2.433
H  4.184  -0.227  -2.979
H  7.967  -3.601  -5.133
H  5.394  -3.573  -4.580
H  6.033  1.928  -7.357

Output
highest occupied orbital energy = -10.68 eV
gap between HOMO and LUMO = 8.27 eV
multiplicity = 1
charge = +1
energy = -185247.43137 eV
LUMO = -0.0887 hartree
relative energy (zero: lowest compared OMol25 entry of this formula, charge and spin) = 0.0 kJ/mol

Table of Mulliken atomic charges, one value per atom, all in e: number 1, Ga, carries 0.3922; number 2, C, carries -0.6955; number 3, N, carries 0.3127; number 4, C, carries -0.3899; number 5, C, carries -0.6483; number 6, N, carries 0.3444; number 7, B, carries -0.1057; number 8, N, carries 0.3924; number 9, C, carries -0.5244; number 10, C, carries -0.4690; number 11, N, carries 0.1817; number 12, C, carries -0.8461; number 13, C, carries -0.1033; number 14, S, carries -0.3562; number 15, C, carries -0.3875; number 16, S, carries -0.3407; number 17, H, carries 0.3129; number 18, H, carries 0.3140; number 19, H, carries 0.2291; number 20, H, carries 0.4748; number 21, H, carries 0.5221; number 22, H, carries -0.1532; number 23, H, carries -0.0515; number 24, H, carries 0.5103; number 25, H, carries 0.4567; number 26, H, carries 0.3168; number 27, H, carries 0.3448; number 28, H, carries 0.3019; number 29, C, carries -0.8619; number 30, O, carries -0.3378; number 31, C, carries 0.7507; number 32, S, carries -0.3681; number 33, S, carries -0.3656; number 34, H, carries 0.2701; number 35, H, carries 0.4077; number 36, H, carries 0.3508; number 37, Cl, carries -0.2087; number 38, C, carries 0.3236; number 39, C, carries -1.3177; number 40, C, carries 0.7568; number 41, C, carries -0.2446; number 42, C, carries -0.3600; number 43, C, carries -1.3795; number 44, N, carries 0.2086; number 45, C, carries -0.6083; number 46, C, carries -0.4770; number 47, N, carries 0.4591; number 48, C, carries -0.3702; number 49, O, carries -0.4258; number 50, C, carries 0.1718; number 51, C, carries -0.2747; number 52, C, carries 0.8006; number 53, Cl, carries -0.1937; number 54, S, carries -0.1880; number 55, C, carries -0.2706; number 56, C, carries -1.0602; number 57, C, carries 0.7034; number 58, Cl, carries -0.2085; number 59, C, carries -0.7858; number 60, H, carries 0.4894; number 61, H, carries 0.2568; number 62, H, carries 0.8286; number 63, H, carries 0.3639; number 64, H, carries 0.3901; number 65, H, carries 0.4590; number 66, H, carries 0.5266; number 67, H, carries 0.6187; number 68, H, carries 0.4718; number 69, H, carries 0.0495; number 70, H, carries 0.4621; number 71, H, carries 0.3788; number 72, H, carries 0.4726